108
Properties=species:S:1:pos:R:3:forces:R:3 method="wB97M-V/def2-TZVPD" spin_multiplicity=1 charge=0 e_lumo_ev=0.4 smiles="CCC[C@H]1OC(=O)O[C@]1(S)C[C@@H]1CO1.ClCCCl.ClCCCl.ClCCCl.ClCCCl.ClCCCl.ClCCCl.ClCCCl.ClCCCl.ClCCCl.ClCCCl" total_energy_ev=-300422.130
C -2.23278 -2.15692 -0.17685 0.3170 -0.0040 -0.8801
C -1.77877 -1.77764 -1.62733 -0.9634 0.0582 0.1576
C -2.31068 -0.36058 -1.99989 1.1460 -0.2041 -0.0064
C -1.41450 0.74624 -1.43448 -0.3817 0.3629 -0.6533
O -0.02780 0.71593 -1.82135 0.6796 -0.6625 0.5689
C 0.46609 1.92629 -1.36423 -5.2038 -1.4107 -3.2097
O 1.46579 2.12421 -0.86698 4.4641 0.9867 1.9604
O -0.49522 2.84908 -1.69158 -0.1250 0.6610 1.6795
C -1.73455 2.17770 -1.92704 -1.2402 0.7247 -1.4184
S -1.90947 2.35419 -3.78156 0.1074 -0.9606 -0.6339
C -3.05364 2.80936 -1.38225 1.6921 2.4417 2.7298
C -2.68901 3.93063 -0.28735 1.6531 -1.4095 1.6826
C -1.89085 3.37430 0.94574 -3.5546 1.2892 -1.0965
O -3.36520 3.78603 0.95312 0.0522 -0.8337 -1.5993
H -3.11497 -1.54827 0.07592 0.4036 -0.2525 0.1886
H -1.43032 -2.02124 0.56309 -0.3691 0.0498 -0.1571
H -2.56429 -3.20528 -0.16857 0.2448 0.3393 0.2037
H -0.69227 -1.87699 -1.76233 -0.3996 0.1047 -0.0434
H -2.28404 -2.47747 -2.31547 0.4014 0.2067 0.1710
H -3.32609 -0.28701 -1.57833 0.4137 0.3387 -0.1472
H -2.40050 -0.19933 -3.08580 0.1052 -0.2430 0.2978
H -1.33827 0.68976 -0.33145 -0.7884 0.2070 -0.2527
H -2.48946 3.57378 -3.91004 0.2007 -0.3932 0.6213
H -3.60407 3.40543 -2.11069 -0.1508 -0.8459 -0.1205
H -3.66904 2.12029 -0.79011 0.0625 -0.1047 -0.6682
H -2.42288 4.93932 -0.65211 -0.4934 -0.5177 0.3092
H -1.73439 2.29650 0.87062 0.0261 0.3241 0.6746
H -1.72432 3.99044 1.82433 1.9871 -0.1966 -0.5360
Cl -5.30001 -3.24847 0.79117 -0.2206 -0.2198 -0.0732
C -6.31424 -1.86511 0.32045 -0.0744 -0.0585 -0.0974
C -6.79987 -1.96656 -1.10467 -0.2235 0.0331 0.0579
Cl -5.47735 -1.78073 -2.28345 0.0142 -0.0567 -0.0578
H -5.73911 -0.95754 0.48483 0.0350 -0.0617 -0.0204
H -7.16624 -1.85365 0.99698 -0.0183 0.0083 -0.0639
H -7.51644 -1.17024 -1.30727 0.0721 0.0503 0.0350
H -7.28648 -2.92135 -1.29441 0.1143 -0.0212 -0.0056
Cl 2.93347 0.58089 3.65622 0.0001 0.0291 -0.0091
C 4.16532 1.81795 3.29812 0.1004 0.0560 -0.1141
C 4.28098 2.84336 4.39769 0.2059 -0.0293 0.0031
Cl 2.83595 3.88324 4.50487 -0.0976 0.0162 0.0320
H 3.91373 2.27604 2.34578 -0.1218 0.0419 0.0074
H 5.11861 1.29967 3.19034 -0.2462 0.1385 -0.0573
H 5.12749 3.50051 4.20090 -0.0295 -0.0059 -0.0512
H 4.43021 2.37558 5.36914 -0.1069 -0.0041 -0.0298
Cl 1.30961 -3.76898 -0.77823 -0.0138 -0.0229 0.0818
C 2.14868 -4.80285 -1.96366 0.1418 -0.0676 0.0826
C 1.90963 -4.33448 -3.37633 0.1681 -0.0300 -0.0512
Cl 0.21778 -4.57382 -3.88845 -0.0339 0.0327 -0.0079
H 1.81272 -5.82777 -1.81741 -0.1241 0.0655 -0.0281
H 3.21718 -4.76380 -1.74081 -0.3994 0.1244 -0.0181
H 2.53189 -4.90687 -4.06378 -0.0213 -0.0415 0.0401
H 2.15049 -3.27974 -3.49308 -0.0839 -0.0105 0.0597
Cl -6.56879 -2.12059 -6.10341 -0.0149 0.0319 0.0192
C -6.06383 -3.81464 -5.89326 0.1356 -0.0758 -0.0223
C -7.24181 -4.75093 -5.78219 0.0641 -0.0944 -0.0789
Cl -8.14781 -4.51563 -4.26455 -0.0368 0.0218 0.0061
H -5.42496 -3.86964 -5.01370 -0.1029 0.0572 0.0426
H -5.46620 -4.07711 -6.76583 -0.0783 -0.0216 -0.0145
H -6.89293 -5.78294 -5.78477 0.0457 0.0385 0.0439
H -7.93448 -4.62119 -6.61102 -0.0113 0.0838 0.0676
Cl -3.22986 -1.56205 2.98113 -0.0578 0.1517 0.2221
C -4.07712 -0.02336 3.29665 0.0767 0.0463 0.0127
C -5.22272 -0.18007 4.26917 0.1198 0.1733 0.0831
Cl -6.57799 -1.11574 3.59149 -0.0333 -0.0276 0.0810
H -4.41207 0.37855 2.34133 -0.0614 -0.0489 0.0265
H -3.33933 0.66137 3.71436 -0.0487 -0.0131 0.0416
H -5.61900 0.80097 4.52879 0.0315 0.0074 -0.0678
H -4.90212 -0.67368 5.18403 0.0027 -0.0697 -0.0781
Cl 5.38625 -5.06219 -2.68602 0.3907 0.0125 -0.1623
C 6.64015 -5.03738 -1.41464 0.1019 -0.1078 0.2527
C 7.38312 -3.72654 -1.34144 -0.0518 0.0460 -0.0383
Cl 8.40773 -3.45242 -2.77072 0.0290 -0.1330 -0.0972
H 7.31722 -5.86671 -1.60694 -0.0167 0.0477 -0.0913
H 6.13292 -5.22282 -0.46772 -0.0225 0.0770 -0.0310
H 8.04263 -3.72795 -0.47555 -0.0412 -0.0652 -0.0070
H 6.70308 -2.88193 -1.25059 0.0070 -0.0258 -0.0708
Cl 3.54870 6.47385 8.57721 0.0299 0.0005 0.0227
C 3.52854 7.70249 7.28693 -0.0644 0.1170 -0.0556
C 4.11567 7.18454 5.99716 -0.1356 0.0522 -0.0876
Cl 5.87270 6.90698 6.12032 0.0237 -0.0501 0.0025
H 4.06367 8.57884 7.64678 0.0585 -0.0841 0.0203
H 2.48634 7.97916 7.13015 0.0190 -0.0650 -0.0468
H 3.96695 7.91723 5.20459 0.0163 0.0400 0.0636
H 3.64973 6.25096 5.69194 0.0566 -0.0258 0.0734
Cl 6.42959 -0.15064 4.48297 0.1738 -0.2385 0.1520
C 7.58864 -1.46229 4.15833 0.1704 -0.1080 0.0746
C 8.06720 -1.46360 2.72662 0.1668 -0.0242 0.0163
Cl 6.78457 -1.92678 1.57682 -0.0625 0.0918 0.0879
H 7.11556 -2.40530 4.42386 -0.0853 0.0607 -0.0663
H 8.43451 -1.30522 4.82697 0.0185 0.0278 -0.0764
H 8.86846 -2.19245 2.60993 -0.0309 -0.0113 0.0610
H 8.44701 -0.48778 2.43113 -0.1033 -0.0016 -0.0052
Cl -6.48994 1.62969 0.15261 0.0485 0.0059 -0.0709
C -7.93548 2.64640 0.37367 -0.0961 0.1607 0.1308
C -9.21063 1.84880 0.25563 -0.0705 0.0288 0.0889
Cl -9.49163 1.27426 -1.40787 0.0356 -0.0567 -0.0016
H -7.89627 3.45234 -0.35588 0.0204 -0.1019 -0.0625
H -7.86593 3.08444 1.36888 -0.0112 -0.0751 0.0050
H -10.06167 2.47398 0.52292 0.0483 0.0411 -0.0291
H -9.20146 0.98241 0.91425 0.0647 -0.0019 -0.0570
Cl 7.91615 -0.06923 -2.11147 0.0082 0.0920 0.1095
C 7.90113 1.15918 -3.40033 -0.1222 0.1213 -0.0683
C 8.57604 0.67027 -4.65825 -0.0876 0.0302 -0.0971
Cl 10.33480 0.47644 -4.44581 0.0094 -0.0359 0.0117
H 8.37507 2.05953 -3.01525 0.0715 -0.0812 0.0091
H 6.85595 1.38672 -3.60821 0.0217 -0.0627 -0.0389
H 8.43239 1.39557 -5.45834 0.0041 0.0365 0.0629
H 8.16888 -0.28480 -4.98384 0.0532 -0.0164 0.0946